55
Properties=species:S:1:pos:R:3:lowdin_charge:R:1 method="wB97M-V/def2-TZVPD" e_above_lowest_ev=1.678 fmax_ha_per_bohr=0.0123 smiles=COc1ccc(-c2csc3ncnc(N4CCN(c5ccccc5OC)CC4)c23)cc1 total_energy_ev=-46167.7221 e_homo_ev=-7.5
C -2.488 -4.191 0.504 -0.089
H -3.455 -4.335 0.983 0.095
O -1.931 -3.049 1.107 -0.089
C -0.692 -2.647 0.721 -0.286
C -0.165 -1.555 1.415 0.013
C 1.101 -1.093 1.138 -0.022
C 1.880 -1.695 0.144 -0.217
C 1.343 -2.771 -0.554 -0.027
C 0.072 -3.244 -0.275 -0.014
H -0.306 -4.083 -0.838 0.105
H 1.923 -3.241 -1.334 0.117
C 3.257 -1.247 -0.070 -0.232
C 4.295 -2.115 -0.215 -0.347
S 5.863 -1.388 -0.127 1.055
C 5.133 0.157 0.177 -0.542
N 5.826 1.239 0.510 0.063
C 5.085 2.282 0.821 -0.216
N 3.783 2.408 0.650 0.142
C 3.099 1.367 0.167 -0.245
N 1.823 1.588 -0.234 -0.050
C 1.175 2.825 0.142 -0.138
H 1.397 3.629 -0.570 0.124
C -0.333 2.593 0.262 -0.125
N -0.873 1.914 -0.911 -0.068
C -1.879 0.969 -0.739 -0.153
C -1.910 -0.237 -1.435 -0.027
C -2.962 -1.127 -1.309 -0.107
C -4.002 -0.852 -0.449 -0.095
C -3.998 0.339 0.262 -0.024
C -2.974 1.257 0.113 -0.197
O -2.964 2.482 0.735 -0.111
C -4.054 2.832 1.550 -0.084
H -4.994 2.842 0.988 0.097
H -4.152 2.161 2.410 0.097
H -3.839 3.839 1.905 0.094
H -4.825 0.550 0.921 0.101
H -4.820 -1.545 -0.327 0.103
H -2.954 -2.038 -1.889 0.100
H -1.099 -0.509 -2.091 0.102
C 0.109 1.736 -1.950 -0.139
C 1.311 0.941 -1.433 -0.100
H 2.098 0.891 -2.197 0.141
H 0.989 -0.077 -1.203 0.095
H -0.339 1.230 -2.805 0.122
H 0.428 2.725 -2.293 0.124
H -0.526 1.983 1.150 0.127
H -0.831 3.559 0.397 0.120
H 1.578 3.130 1.109 0.120
C 3.731 0.099 0.083 -0.118
H 5.605 3.147 1.210 0.108
H 4.234 -3.181 -0.314 0.074
H 1.505 -0.268 1.703 0.121
H -0.770 -1.099 2.181 0.123
H -1.866 -5.077 0.670 0.097
H -2.638 -4.048 -0.570 0.081